# 1
This record from the Open Molecules 2025 dataset describes a 15-piece molecular cluster, C42H42F14NO45 overall. The level of theory is ωB97M-V/def2-TZVPD.

Structure (XYZ):
```
144
Properties=species:S:1:pos:R:3:forces:R:3:lowdin_charge:R:1
F 4.16969 -1.76634 -1.64291 -0.5 -0.6 0.3 0.061
F -3.76917 3.01642 0.71582 -0.2 0.6 0.4 0.069
F 1.23215 -4.10121 0.48463 -0.2 0.6 0.5 0.021
F -1.72546 1.03715 -5.51505 -0.4 -0.9 0.3 0.061
F -5.45858 -3.12809 0.39969 0.4 -0.4 -0.3 0.068
F -0.84660 -0.62215 -8.17285 0.0 0.0 0.2 0.057
F -0.27746 -4.98856 -2.01511 -0.3 0.4 -0.4 0.036
F 3.18964 0.93494 -3.71700 -0.2 0.2 0.0 0.054
F 8.68215 -1.15696 2.73614 -0.6 0.2 0.4 0.037
F 0.45602 -1.21381 4.90027 -0.4 0.1 0.0 0.075
F 2.25279 3.03399 -1.74102 0.1 -0.4 -0.2 0.066
F 4.58094 2.48067 0.16153 0.0 -0.2 0.6 0.026
F -7.11233 3.74832 3.95791 -0.6 -0.4 -0.3 0.078
F -1.08104 4.71882 2.90831 0.6 -0.3 0.0 0.042
O 4.51497 -2.57089 -5.87995 -0.8 -0.2 1.7 0.113
O 1.83802 4.63373 6.08505 -1.5 -0.5 -1.6 0.130
O 4.21925 -1.66569 -3.84886 -1.4 0.2 0.9 0.103
O 1.78161 -3.59518 3.46539 -1.3 -0.2 -0.5 0.057
O 0.40976 -5.32102 4.18423 0.9 2.5 -1.9 0.134
O -0.66443 0.15239 0.45752 -0.6 0.1 0.4 -0.027
O -2.28508 -4.95780 -3.03343 0.1 0.0 -1.2 0.124
O -0.06599 -4.09899 2.30629 -0.7 -0.7 0.7 0.121
O -3.11507 -5.25735 -1.02074 -0.5 0.1 0.2 0.079
O 1.50124 3.77761 -6.14129 0.4 0.0 0.2 0.186
O 2.67024 -1.35941 5.07572 -0.1 0.8 1.2 0.111
O 6.04477 -2.39619 3.34252 -0.7 -1.9 0.1 0.110
O 5.08069 2.36116 2.37403 0.1 0.2 0.3 0.133
O 2.87592 2.25625 2.64574 -0.5 -1.2 -0.7 0.057
O -5.05073 1.32926 -3.24764 2.1 -2.2 -1.3 0.102
O 0.90490 -0.64299 -0.75137 -0.1 -0.3 -0.3 -0.056
O -5.69552 -2.29352 4.46810 0.2 0.0 -1.0 0.147
O -0.59181 -3.18313 -6.44235 0.9 0.9 -1.2 0.044
O -0.70519 4.87409 -3.80687 1.5 -2.0 2.4 0.118
O -4.44791 -0.35707 -4.65750 0.5 -1.0 -1.3 0.088
O -3.70321 1.51466 3.91987 -2.0 3.3 1.0 0.122
O 0.81215 -1.49538 -6.91279 0.4 0.1 1.3 0.119
O -5.53557 2.40624 4.89543 -1.1 0.6 0.4 0.163
O -6.92742 2.87575 0.90153 0.3 1.2 -0.7 0.073
O 2.71183 0.43221 6.44789 -0.6 -0.7 0.4 0.101
O 3.31610 3.89016 -4.79739 0.4 -0.2 0.2 0.060
O 0.30414 4.07501 -1.91870 0.2 1.1 1.2 0.155
O 2.72069 1.94513 -5.69704 -0.1 -0.4 0.3 0.117
O 4.36337 0.16254 4.92053 -2.9 -1.0 1.4 0.117
O -1.15690 -1.28231 -1.11459 0.6 0.4 0.6 -0.068
O 3.25569 -3.60619 -4.30952 -0.8 -0.1 -0.2 0.055
O -6.18762 -2.15626 2.27146 0.5 0.1 -0.3 0.141
O -4.09737 -1.84076 2.96324 0.3 -0.1 0.0 0.086
O -7.02560 0.95040 2.07812 1.7 2.1 -2.2 0.128
O 0.48569 -2.20027 -4.70590 0.0 0.1 -2.9 0.141
O -0.10708 2.75377 -3.58085 0.2 -1.8 -0.9 0.078
O 6.54526 -0.46612 2.51255 0.7 1.2 -0.6 0.142
O 0.81749 4.95500 4.11262 -0.8 -0.1 -1.6 0.157
O -5.29265 1.39441 0.71160 0.8 0.2 -0.9 0.121
O -2.91342 0.77882 -3.63677 1.7 1.0 1.1 0.129
O 4.78771 -1.64268 1.67097 3.1 0.9 1.9 0.104
O -3.92149 -6.49992 -2.67958 0.1 0.0 -0.6 0.174
O 0.72025 2.97478 5.07823 -0.4 -0.8 0.2 0.053
O 4.01484 3.69946 3.91734 0.4 -2.3 -2.0 0.150
O -4.03880 3.76470 3.99252 -0.1 0.4 -0.3 0.079
N -0.31436 -0.58928 -0.45902 0.3 -0.2 -0.7 -0.624
C 0.28606 -2.29734 -5.90426 -0.8 -0.1 1.2 -0.467
C 0.62077 -3.26973 1.45146 1.1 -0.2 -0.7 -0.276
C -5.43709 -1.96275 1.09917 -0.7 0.7 0.2 -0.305
C -2.12256 0.11698 -4.55931 -0.5 -1.0 -0.7 -0.256
C -6.06396 3.44463 -0.13077 1.0 -1.5 1.0 0.021
C -0.58204 -3.00697 -7.93281 -1.0 -0.4 1.3 0.010
C -4.20533 0.61455 -3.80725 -2.9 2.3 1.2 -0.566
C -6.44786 1.70775 1.28463 -2.6 -2.9 3.1 -0.566
C -4.38684 2.50443 4.23715 3.3 -4.1 -1.5 -0.541
C 5.75621 -1.50420 2.44695 -5.2 -1.3 -3.3 -0.563
C 4.02707 -2.60946 -4.76424 0.7 -0.1 -1.8 -0.582
C 1.67477 -2.64973 2.36283 0.5 0.0 -0.6 -0.038
C -4.79928 2.50059 -0.00542 -0.4 0.4 -1.0 -0.265
C 4.65182 1.63584 1.27574 -1.8 -0.2 -0.5 -0.261
C -1.42297 -4.23011 -2.23323 -0.5 0.5 1.9 -0.270
C 6.98240 -1.91417 4.23797 1.2 0.6 0.2 -0.045
C 3.19209 1.20861 1.68561 1.1 0.2 -0.4 0.010
C -3.18442 -5.65583 -2.29556 -0.1 -0.1 1.0 -0.560
C -0.19206 3.97085 -3.13113 -2.5 3.7 -3.7 -0.583
C -5.34715 -2.12117 3.33120 -0.5 0.0 1.8 -0.556
C 0.10437 -1.59828 -8.09231 -0.2 -2.0 -1.2 -0.309
C 2.41735 3.26856 -5.58490 -0.3 0.3 -0.2 -0.558
C -6.15217 3.67158 4.90663 0.2 0.4 0.4 -0.303
C 7.54635 -0.72295 3.42805 1.0 0.5 0.6 -0.239
C 4.36148 2.98434 -4.38136 -0.9 -1.0 -0.5 -0.004
C -2.21376 -4.17038 -0.86624 1.3 -0.7 -0.8 -0.039
C 2.74307 -3.34391 -2.99007 2.1 1.0 0.9 -0.012
C -4.05732 -1.54185 1.56658 -0.1 -0.1 0.4 -0.025
C 3.72080 1.55654 -4.80407 1.3 1.5 -0.4 -0.260
C -5.04013 4.63088 4.52446 0.4 -0.2 1.0 -0.039
C 3.99647 2.81586 3.06827 0.2 3.0 2.1 -0.529
C 1.55700 -0.34818 6.88526 0.7 -0.1 -0.9 0.015
C 0.13161 4.11701 3.18809 -0.6 0.1 -0.3 -0.245
C -3.16847 -0.94520 -5.14329 0.0 2.2 0.9 0.047
C 0.23684 1.87154 -2.51672 1.0 0.6 0.5 -0.025
C -0.09724 2.76859 3.91945 0.2 1.1 0.0 -0.016
C 3.32272 -1.88266 -2.69823 0.7 -0.6 -1.0 -0.217
C 1.15968 4.23589 5.15540 2.4 0.1 3.3 -0.597
C 1.44821 -1.45736 5.79050 0.2 0.6 0.5 -0.285
C 3.30575 -0.19944 5.46655 3.5 0.3 -2.4 -0.499
C 0.69182 -4.42220 3.40322 -0.1 -1.4 1.3 -0.478
C 0.91001 2.88446 -1.54293 -0.9 -0.6 1.0 -0.268
H -4.36376 2.22963 -0.97144 -0.4 -0.4 0.1 0.150
H 0.74500 0.38096 6.88816 -0.2 -0.6 0.3 0.144
H 2.65937 -2.57165 1.88008 -0.4 0.0 0.2 0.126
H -5.76975 4.46088 0.13307 -0.4 0.0 -0.2 0.137
H -3.15029 -1.93011 -4.71398 0.5 -0.4 0.0 0.127
H -3.86994 -0.46801 1.46710 0.0 -0.4 -0.2 0.132
H -0.10953 -3.92155 -8.33738 0.3 0.9 0.0 0.137
H -0.69804 1.44897 -2.17079 0.0 -0.2 0.6 0.124
H 1.33615 -1.66414 2.68848 0.1 -0.2 0.3 0.121
H -0.04087 -2.60015 0.88123 0.2 -0.2 0.5 0.147
H 0.75335 -1.50845 -9.01362 -0.5 0.0 1.3 0.185
H 0.72016 4.05636 2.27097 -0.2 0.1 0.0 0.159
H -1.21382 -0.28352 -4.08217 -0.5 0.1 -0.1 0.153
H 1.79108 -0.84567 7.84049 -0.2 0.6 -0.2 0.142
H 6.43629 -1.71624 5.15906 0.5 0.5 0.2 0.139
H -1.52586 -4.46642 -0.06978 -0.1 0.5 0.0 0.128
H 7.76727 -2.66024 4.34000 0.0 0.1 0.3 0.142
H -4.63244 5.09180 5.43619 -0.1 0.2 -0.4 0.145
H -3.11799 -0.91253 -6.22720 -0.3 -0.1 0.0 0.127
H 0.94168 1.11722 -2.84827 -0.1 -0.1 -0.1 0.120
H 1.67344 -3.45156 -2.86777 -0.1 0.3 -0.6 0.102
H 7.80134 0.24353 3.88295 -0.1 -0.6 0.3 0.182
H -2.73371 -3.23727 -0.67568 0.0 0.0 -0.1 0.101
H 2.50349 1.21742 0.82856 0.2 0.1 0.4 0.127
H 4.52637 3.10068 -3.30723 -0.3 -0.3 -0.2 0.125
H -6.57304 3.30294 -1.08916 0.3 0.3 0.1 0.140
H 0.72186 2.78938 -0.45331 0.2 -0.5 -0.7 0.169
H -5.92615 -1.20678 0.50877 -0.3 0.2 -0.3 0.148
H 0.25121 1.88557 3.37653 -0.1 0.3 0.0 0.133
H -1.65552 -3.06690 -8.22004 0.8 0.5 0.0 0.138
H 3.18161 0.21940 2.17004 0.1 0.5 -0.1 0.116
H -5.38067 5.35016 3.78785 0.2 0.1 0.0 0.143
H -1.15653 2.68969 4.20829 0.4 -0.1 -0.2 0.130
H -3.30200 -2.16198 1.10072 0.3 0.2 -0.1 0.117
H 5.29187 3.24221 -4.90637 -0.4 -0.3 -0.1 0.129
H -6.60606 3.87068 5.88075 0.0 -0.3 -0.1 0.170
H 2.59452 -1.07588 -2.62095 0.0 -0.2 -0.2 0.127
H 3.23679 -4.07282 -2.33442 -0.1 0.3 0.1 0.140
H 5.33226 0.84649 1.00566 0.1 -0.2 0.2 0.141
H 1.29482 -2.44538 6.23367 0.2 0.0 -0.4 0.171
H -1.16140 -3.24630 -2.65537 0.0 -0.6 0.0 0.143
H 4.35728 0.84167 -5.35150 0.0 0.3 0.6 0.169
```
Forces are in eV/Å.

Values from the calculation:
Net charge   -1
HOMO-LUMO gap   9.1 eV
LUMO energy   0.065 hartree
Energy   -175909.7193 eV
HOMO energy   -7.357 eV

# 2
This record from the Open Molecules 2025 dataset describes C23H17Cl3IN2O5PS2Sn as an isolated structure. The level of theory is ωB97M-V/def2-TZVPD.

Structure (XYZ):
```
55
Properties=species:S:1:pos:R:3:forces:R:3:lowdin_charge:R:1
I 0.13436 1.58743 2.39000 0.0 0.0 0.0 1.151
Sn -0.02784 0.18348 -0.22397 0.0 0.0 -0.2 1.047
Cl -0.03115 -2.13731 3.40327 0.0 0.0 0.0 0.608
Cl -1.97354 -4.23700 2.95351 0.0 0.0 0.0 0.637
Cl -2.66449 -1.50715 2.36738 0.0 0.0 0.0 0.665
S 1.72418 -2.02518 -2.99429 0.1 -0.1 0.1 0.649
S 0.97592 -0.43617 -4.16075 0.0 0.0 0.0 0.655
P 3.73864 -0.05131 0.80158 -0.1 0.1 0.1 0.809
O -0.64593 -1.78097 0.23758 0.0 0.0 0.2 -0.304
O 3.09457 1.24257 1.56215 0.1 0.0 0.0 -0.484
O 4.98583 -0.37445 1.80303 0.0 0.0 0.0 -0.334
O 2.58542 -1.04172 1.37774 0.0 -0.1 -0.1 -0.435
O -0.37973 -3.96578 0.57897 0.0 0.0 0.0 0.037
N -5.22322 -1.89657 -3.90024 0.1 0.1 0.0 0.186
N -3.82754 -4.90261 -1.67301 0.0 0.0 0.0 0.192
C 3.80263 2.47435 1.41526 0.0 0.0 0.0 -0.144
C -4.28929 0.87826 -1.00130 0.0 0.0 0.0 -0.058
C 6.22107 -0.82784 1.24832 0.0 0.0 0.0 -0.147
C 0.00809 -2.38356 -3.01474 0.0 0.1 0.0 -0.642
C -0.81955 -3.33692 -2.45915 0.0 0.0 0.0 -0.003
C -2.91031 0.57090 -0.99152 0.0 0.0 0.0 -0.136
C -3.09720 -4.14534 -2.13376 0.0 0.0 0.0 -0.163
C -2.67850 -2.15007 -3.51133 0.0 0.1 0.0 -0.188
C -4.02565 1.97587 1.13434 0.1 0.0 0.0 -0.165
C -2.46590 2.70414 3.33731 0.0 0.0 0.0 -0.149
C -2.64013 1.65291 1.13414 -0.1 0.0 0.0 -0.289
C -4.59543 2.67232 2.22912 0.0 0.0 0.0 -0.028
C 2.71490 -2.41072 0.96463 0.0 0.0 0.1 -0.127
C -2.18097 -3.20156 -2.71543 -0.1 0.0 0.0 -0.160
C -1.36246 -2.70269 2.35520 0.0 0.0 0.0 -1.484
C -0.74073 -2.86570 0.92391 0.0 0.1 -0.1 -0.783
C -2.07929 0.93496 0.03863 0.0 -0.1 0.0 -0.361
C -4.82822 1.57038 0.03994 -0.1 0.0 0.0 -0.026
C -0.48123 -1.33863 -3.79386 -0.1 0.0 0.0 -0.659
C -1.90659 2.04562 2.28227 0.0 0.1 0.1 -0.606
C -4.09269 -2.00927 -3.72801 0.0 -0.2 0.0 -0.176
C -1.82603 -1.20106 -4.06991 0.0 0.0 0.0 -0.027
C -3.83792 3.02937 3.30454 0.0 0.0 0.0 -0.073
H 6.23034 -0.72615 0.16035 0.0 0.0 0.0 0.066
H -4.27722 3.55412 4.14237 0.0 0.0 0.0 0.107
H 7.02570 -0.22933 1.67122 0.0 0.0 0.0 0.081
H -2.22169 -0.39303 -4.67018 0.0 0.0 0.0 0.135
H 4.69045 2.47751 2.04823 0.0 0.0 0.0 0.084
H 3.13139 3.27131 1.72695 0.0 0.0 0.0 0.073
H -0.46069 -4.12127 -1.80744 0.0 0.0 0.0 0.124
H 2.69227 -2.49092 -0.12498 0.0 0.0 0.0 0.055
H 4.09470 2.64242 0.37540 0.0 0.0 0.0 0.080
H -1.87147 2.97528 4.19967 0.0 0.0 0.0 0.093
H 6.37836 -1.87358 1.51095 0.0 0.0 0.0 0.081
H -5.88412 1.81375 0.05616 0.0 0.0 0.0 0.116
H -4.90971 0.55265 -1.82713 0.0 0.0 0.0 0.101
H -5.65251 2.90751 2.19866 0.0 0.0 0.0 0.115
H 3.64205 -2.84004 1.35009 0.0 0.0 0.0 0.086
H 1.87623 -2.95812 1.38158 0.0 0.0 0.0 0.054
H -2.51637 0.00562 -1.83175 0.0 0.0 0.0 0.065
```
Forces are in eV/Å.

Values from the calculation:
Net charge   0
HOMO-LUMO gap   7.9 eV
LUMO energy   -0.026 hartree
Energy   -119803.4208 eV
HOMO energy   -8.565 eV
Relative energy (zero: lowest compared OMol25 entry of this formula, charge and spin)   37.6 kcal/mol